Entry 1:
{
  "formula": "C2H7OS",
  "method": "the ωB97M-V functional and the def2-TZVPD basis",
  "symbols": ["O", "H", "C", "S", "C", "H", "H", "H", "H", "H", "H"],
  "coordinates": [[-1.944473, -4.404208, 1.371997], [-1.217153, -4.078612, 0.824196], [0.891512, 3.068711, -0.327600], [1.659077, 1.669967, 0.165370], [0.678223, 0.281116, -0.542216], [0.325697, 3.707554, 0.344592], [0.781236, 3.422822, -1.358175], [-2.609812, -3.692099, 1.332098], [-0.359041, 0.635653, -0.586356], [1.134072, -0.075341, -1.442994], [0.660665, -0.535566, 0.219088]],
  "atomic_forces_ev_per_a": [[-0.333, 0.496, -0.187], [-0.147, -0.017, 0.152], [-0.672, 1.619, -0.453], [0.509, -0.189, -0.190], [-0.621, -0.540, 1.997], [-0.148, -0.448, 0.382], [0.611, -0.375, 0.039], [0.500, -0.448, 0.032], [0.267, -0.032, -0.593], [-0.165, -0.148, -0.733], [0.200, 0.083, -0.445]],
  "nbo_charge": [-0.948, 0.474, -1.143, 0.119, -0.843, 0.158, 0.155, 0.470, 0.206, 0.183, 0.167],
  "homo_ev": -1.0,
  "homo_lumo_gap_ev": 4.18,
  "total_charge": -1,
  "relative_energy_kj_mol": 261.4
}


Entry 2:
{
  "formula": "C2H7OS",
  "method": "the ωB97M-V functional and the def2-TZVPD basis",
  "symbols": ["C", "S", "H", "H", "H", "H", "C", "O", "H", "H", "H"],
  "coordinates": [[0.393233, -1.068966, -1.113781], [1.757054, -2.227568, -1.460513], [-0.500987, -1.489008, -0.670600], [0.115944, -0.518849, -2.016346], [0.750926, -0.307774, -0.448954], [1.527635, -3.017842, -0.411323], [-0.804823, 1.718167, 1.224816], [-0.239756, 0.493805, 1.238291], [-1.652993, 1.750324, 0.497065], [-0.111197, 2.565065, 0.971791], [-1.235039, 2.102643, 2.189559]],
  "atomic_forces_ev_per_a": [[0.221, 0.655, -0.468], [-0.409, -0.167, -0.256], [0.132, -0.337, 0.018], [0.076, -0.435, -0.259], [-0.084, 0.246, 0.788], [0.101, -0.065, 0.120], [0.062, -0.204, -0.040], [0.180, 0.080, 0.330], [-0.120, 0.502, -0.048], [0.003, -0.006, -0.328], [-0.161, -0.268, 0.143]],
  "nbo_charge": [-0.732, -0.123, 0.231, 0.196, 0.287, 0.115, -0.190, -0.989, 0.072, 0.066, 0.065],
  "homo_ev": -2.2,
  "homo_lumo_gap_ev": 5.52,
  "total_charge": -1,
  "relative_energy_kj_mol": 210.5
}


Entry 3:
{
  "formula": "C2H7P",
  "method": "the ωB97M-V functional and the def2-TZVPD basis",
  "symbols": ["C", "C", "P", "H", "H", "H", "H", "H", "H", "H"],
  "coordinates": [[0.847473, 0.313805, 0.282071], [1.943719, 1.097244, 0.455817], [-2.726650, -1.059359, -0.532563], [-1.984568, -1.579033, 0.452945], [0.410540, -0.030032, -0.777578], [0.426781, -0.322425, 1.108543], [2.375131, 1.721311, -0.316338], [2.374103, 1.411552, 1.498508], [-1.871542, -1.500379, -1.444378], [-1.794988, -0.052684, -0.727027]],
  "atomic_forces_ev_per_a": [[0.652, -1.313, -1.140], [-1.086, 0.499, 1.754], [-2.070, 1.329, -0.247], [1.014, -0.797, 1.513], [1.211, 1.294, 2.384], [0.434, 1.028, -0.727], [-0.054, -0.369, -0.381], [-1.039, -1.126, -1.882], [1.005, -1.943, -1.923], [-0.067, 1.398, 0.648]],
  "nbo_charge": [-0.404, -0.395, 0.046, -0.024, 0.201, 0.200, 0.196, 0.201, -0.017, -0.004],
  "homo_ev": -10.2,
  "homo_lumo_gap_ev": 11.27,
  "total_charge": 0,
  "relative_energy_kj_mol": 232.1,
  "smiles": "C=C.P"
}


Entry 4:
{
  "formula": "C2H7PS",
  "method": "the ωB97M-V functional and the def2-TZVPD basis",
  "symbols": ["C", "C", "P", "S", "H", "H", "H", "H", "H", "H", "H"],
  "coordinates": [[0.748139, 2.315878, -0.053683], [-0.850899, -1.980170, -0.247464], [0.936329, -1.146012, 0.317611], [0.227869, 0.580686, -0.352646], [0.977253, 2.242540, -1.197514], [1.499262, 2.731338, 0.503328], [-0.139817, 2.982439, 0.229965], [-1.383036, -1.255958, -0.791401], [-1.093625, -2.923860, -0.777456], [-1.355053, -2.026183, 0.827604], [0.433582, -1.520699, 1.541659]],
  "atomic_forces_ev_per_a": [[-2.373, -0.336, -3.551], [-0.232, -0.476, 2.957], [0.326, -3.893, -0.661], [-2.423, 1.974, -0.097], [-0.119, 2.180, 2.072], [2.547, -0.061, 1.377], [0.806, -1.421, -0.797], [-0.587, 1.188, -0.662], [1.288, 0.218, 0.411], [0.776, -0.060, -2.487], [-0.009, 0.687, 1.437]],
  "nbo_charge": [-0.724, -0.835, 0.398, -0.136, 0.249, 0.223, 0.232, 0.216, 0.231, 0.214, -0.068],
  "homo_ev": -8.1,
  "homo_lumo_gap_ev": 8.71,
  "total_charge": 0,
  "relative_energy_kj_mol": 305.4,
  "smiles": "CPSC"
}


Entry 5:
{
  "formula": "C2H7PS",
  "method": "the ωB97M-V functional and the def2-TZVPD basis",
  "symbols": ["C", "C", "P", "S", "H", "H", "H", "H", "H", "H", "H"],
  "coordinates": [[-1.222315, 0.917402, -0.079212], [1.649269, -0.859755, -0.388061], [-0.044376, -0.547066, 0.235666], [2.744207, 0.443845, 0.114067], [-0.648113, 1.792384, 0.214294], [-1.418366, 0.998965, -1.151140], [-2.129390, 0.961446, 0.486299], [2.030256, -1.691343, 0.170747], [-0.523109, -1.781935, -0.194545], [-0.661744, -0.722842, 1.577296], [3.369768, 0.946746, -0.949669]],
  "atomic_forces_ev_per_a": [[2.084, -0.381, -1.532], [-1.380, 2.231, 0.369], [-0.674, -1.069, 0.922], [0.492, 0.916, 1.167], [0.218, 0.144, -0.054], [-0.061, 0.077, 0.156], [-0.380, -0.794, 0.446], [-0.433, -1.118, 0.021], [-0.837, 0.128, -0.309], [1.259, 0.176, -0.454], [-0.288, -0.311, -0.731]],
  "nbo_charge": [-0.881, -0.941, 0.928, -0.093, 0.252, 0.243, 0.252, 0.216, -0.013, -0.071, 0.108],
  "homo_ev": -7.9,
  "homo_lumo_gap_ev": 8.62,
  "total_charge": 0,
  "relative_energy_kj_mol": 332.0,
  "smiles": "C[PH2]=CS"
}


Entry 6:
{
  "formula": "C2H7PS2",
  "method": "the ωB97M-V functional and the def2-TZVPD basis",
  "symbols": ["C", "C", "P", "S", "S", "H", "H", "H", "H", "H", "H", "H"],
  "coordinates": [[-0.768511, -1.531973, 1.194945], [-0.320859, 1.820009, -0.717392], [1.271768, -0.633698, -1.132252], [1.012224, -1.215022, 1.100263], [1.426509, 1.448141, -1.084574], [-0.917961, -2.590013, 1.393584], [-1.244144, -1.250644, 0.262385], [-1.162536, -0.939511, 2.016428], [-0.970895, 1.230316, -1.359427], [-0.472109, 2.878182, -0.899804], [-0.507047, 1.590667, 0.328896], [2.653559, -0.806454, -1.103052]],
  "atomic_forces_ev_per_a": [[0.269, -0.100, 0.018], [0.388, -0.216, -0.055], [-0.922, -0.527, 1.868], [0.639, 0.553, -1.683], [-0.086, 0.269, 0.046], [-0.177, 0.014, -0.053], [-0.190, -0.018, -0.052], [-0.146, 0.006, -0.050], [-0.090, 0.033, -0.037], [-0.046, 0.073, -0.018], [-0.086, 0.018, 0.019], [0.446, -0.104, -0.003]],
  "nbo_charge": [-0.738, -0.734, 0.338, -0.122, -0.064, 0.221, 0.220, 0.221, 0.219, 0.234, 0.222, -0.017],
  "homo_ev": -8.6,
  "homo_lumo_gap_ev": 9.02,
  "total_charge": 0,
  "relative_energy_kj_mol": 28.3,
  "smiles": "CSPSC"
}


Entry 7:
{
  "formula": "C2H7PS2",
  "method": "the ωB97M-V functional and the def2-TZVPD basis",
  "symbols": ["C", "C", "P", "S", "S", "H", "H", "H", "H", "H", "H", "H"],
  "coordinates": [[1.960036, 0.770193, -0.749040], [0.464804, 0.507251, -0.756643], [-1.238363, -0.577031, 1.550630], [-3.158574, -0.759783, 0.595972], [0.024697, -1.137215, -0.022842], [2.320506, 0.856264, 0.386892], [2.445642, -0.064470, -1.182357], [2.098095, 1.620817, -1.518726], [0.271920, 0.399949, -1.768045], [-0.164418, 1.223846, -0.286819], [-1.154083, -1.914686, 2.004898], [-3.870262, -0.925134, 1.746082]],
  "atomic_forces_ev_per_a": [[-0.281, 1.683, 1.841], [1.002, -1.457, 1.136], [0.125, -0.268, -0.019], [-0.347, -0.180, 0.275], [0.165, 0.470, -0.177], [-0.336, 0.455, -2.759], [0.620, -0.968, -0.309], [0.355, -0.787, 1.883], [-1.237, -0.028, -1.968], [-0.275, 0.836, 0.221], [-0.099, 0.049, 0.238], [0.308, 0.195, -0.362]],
  "nbo_charge": [-0.616, -0.487, 0.342, -0.342, -0.084, 0.218, 0.210, 0.219, 0.207, 0.216, -0.023, 0.142],
  "homo_ev": -8.8,
  "homo_lumo_gap_ev": 9.49,
  "total_charge": 0,
  "relative_energy_kj_mol": 61.9,
  "smiles": "CCSPS"
}


Entry 8:
{
  "formula": "C2H7S2",
  "method": "the ωB97M-V functional and the def2-TZVPD basis",
  "symbols": ["S", "H", "C", "S", "C", "H", "H", "H", "H", "H", "H"],
  "coordinates": [[3.023595, -0.103520, 1.043222], [1.757177, -0.018421, 0.390103], [-1.034062, 0.937431, 0.563540], [-1.884736, 0.392176, -0.968643], [-1.282508, -1.350582, -0.869693], [-1.409921, 1.883527, 1.011544], [0.028750, 0.873347, 0.361655], [-1.341500, 0.236138, 1.441642], [-1.595999, -1.958510, -1.771594], [-0.178528, -1.428714, -0.833298], [-1.582306, -1.726953, 0.043603]],
  "atomic_forces_ev_per_a": [[-1.612, 0.095, -0.796], [1.639, -0.167, 0.760], [-1.453, -1.151, 1.753], [0.339, -0.460, 0.468], [1.226, 0.643, -2.547], [0.492, -0.163, -1.139], [0.094, 0.373, 0.497], [0.822, 0.648, -1.657], [-0.045, 0.791, 1.186], [-0.382, 0.517, -0.218], [-1.121, -1.125, 1.694]],
  "nbo_charge": [-1.045, 0.054, -0.743, 0.125, -0.728, 0.225, 0.251, 0.206, 0.216, 0.237, 0.202],
  "homo_ev": -2.6,
  "homo_lumo_gap_ev": 5.70,
  "total_charge": -1,
  "relative_energy_kj_mol": 85.5
}


Entry 9:
{
  "formula": "C2H7S2",
  "method": "the ωB97M-V functional and the def2-TZVPD basis",
  "symbols": ["S", "H", "C", "S", "C", "H", "H", "H", "H", "H", "H"],
  "coordinates": [[0.148865, 0.487789, -2.262199], [0.208986, 0.747716, -3.577823], [-1.017328, 0.836268, 0.911493], [-0.096549, -0.460982, 1.774090], [0.934525, -1.104518, 0.430553], [-1.587081, 0.395593, 0.095309], [-0.315104, 1.550610, 0.484739], [-1.673097, 1.305657, 1.643870], [1.569953, -1.880897, 0.859714], [0.325584, -1.578306, -0.335335], [1.501243, -0.298933, -0.024413]],
  "atomic_forces_ev_per_a": [[-0.006, 0.079, -0.314], [-0.019, 0.038, -0.016], [0.266, -0.307, -0.120], [0.031, -0.120, 0.254], [-0.328, -0.224, 0.215], [-0.044, 0.141, 0.013], [-0.154, 0.077, 0.002], [0.016, 0.023, -0.017], [0.151, 0.198, 0.113], [-0.051, 0.193, -0.079], [0.137, -0.098, -0.051]],
  "nbo_charge": [-1.081, 0.093, -0.741, 0.106, -0.741, 0.241, 0.236, 0.201, 0.201, 0.239, 0.246],
  "homo_ev": -2.7,
  "homo_lumo_gap_ev": 6.16,
  "total_charge": -1,
  "relative_energy_kj_mol": 26.9
}


Entry 10:
{
  "formula": "C2H7S2",
  "method": "the ωB97M-V functional and the def2-TZVPD basis",
  "symbols": ["S", "H", "C", "S", "C", "H", "H", "H", "H", "H", "H"],
  "coordinates": [[1.491914, -1.627065, 2.868273], [2.499387, -2.078548, 2.051706], [-0.164517, 0.083011, -0.309579], [-0.506671, 1.448962, -1.422100], [-1.794012, 0.628555, -2.458391], [0.163845, 0.525612, 0.633619], [0.668023, -0.514810, -0.640895], [-1.096711, -0.473854, -0.301844], [-2.438379, 0.141773, -1.733865], [-2.329162, 1.379346, -3.042390], [-1.058766, 0.006858, -2.927748]],
  "atomic_forces_ev_per_a": [[0.472, -0.187, -0.483], [-0.505, 0.228, 0.412], [0.237, 0.543, -0.100], [-0.325, 1.311, -0.020], [1.185, 0.894, 1.348], [-0.494, -0.432, 0.140], [0.090, -0.425, -0.255], [0.230, -0.299, 0.769], [-0.247, -0.307, -0.387], [0.296, -0.368, -0.196], [-0.938, -0.957, -1.227]],
  "nbo_charge": [-1.076, 0.083, -0.731, 0.109, -0.733, 0.268, 0.221, 0.207, 0.209, 0.218, 0.224],
  "homo_ev": -2.5,
  "homo_lumo_gap_ev": 5.55,
  "total_charge": -1,
  "relative_energy_kj_mol": 86.5
}


Entry 11:
{
  "formula": "C2H8",
  "method": "the ωB97M-V functional and the def2-TZVPD basis",
  "symbols": ["C", "H", "H", "H", "H", "C", "H", "H", "H", "H"],
  "coordinates": [[-2.486021, -1.682105, -0.675213], [-2.715420, -0.656066, -0.351793], [-2.309031, -2.314385, 0.207345], [-1.585971, -1.674925, -1.307563], [-3.333840, -2.083715, -1.249584], [2.486247, 1.682303, 0.675365], [3.383097, 1.731523, 0.040357], [2.491557, 2.523514, 1.384126], [2.482557, 0.733674, 1.232226], [1.586828, 1.740184, 0.044735]],
  "atomic_forces_ev_per_a": [[0.000, -0.003, -0.003], [0.085, -0.379, -0.118], [-0.065, 0.236, -0.326], [-0.331, -0.002, 0.235], [0.312, 0.149, 0.212], [-0.004, -0.002, 0.000], [-0.331, -0.018, 0.236], [0.000, -0.311, -0.263], [0.003, 0.351, -0.206], [0.331, -0.021, 0.232]],
  "nbo_charge": [-0.852, 0.213, 0.213, 0.213, 0.213, -0.852, 0.213, 0.213, 0.213, 0.213],
  "homo_ev": -13.3,
  "homo_lumo_gap_ev": 14.37,
  "total_charge": 0,
  "relative_energy_kj_mol": 1.4,
  "smiles": "C.C"
}


Entry 12:
{
  "formula": "C2H8",
  "method": "the ωB97M-V functional and the def2-TZVPD basis",
  "symbols": ["C", "H", "H", "H", "H", "C", "H", "H", "H", "H"],
  "coordinates": [[-1.255560, 0.846955, 1.661656], [-0.554851, 1.682085, 1.514807], [-2.242820, 1.121325, 1.261617], [-1.343540, 0.626326, 2.735706], [-0.881041, -0.042924, 1.134546], [1.255559, -0.846554, -1.661692], [0.608329, -0.060704, -2.078263], [1.855278, -0.430394, -0.838802], [1.924938, -1.225644, -2.447962], [0.633708, -1.670474, -1.281612]],
  "atomic_forces_ev_per_a": [[0.000, -0.007, 0.000], [-0.258, -0.308, 0.052], [0.364, -0.099, 0.147], [0.032, 0.084, -0.395], [-0.133, 0.327, 0.187], [-0.001, 0.001, 0.003], [0.238, -0.288, 0.157], [-0.222, -0.150, -0.302], [-0.247, 0.140, 0.290], [0.227, 0.300, -0.140]],
  "nbo_charge": [-0.852, 0.213, 0.213, 0.213, 0.213, -0.853, 0.214, 0.213, 0.214, 0.213],
  "homo_ev": -13.3,
  "homo_lumo_gap_ev": 14.34,
  "total_charge": 0,
  "relative_energy_kj_mol": 0.4,
  "smiles": "C.C"
}